Entry 1:
The following is a quantum chemistry calculation of a structure of composition C14H8F12I2NOTcTe, from the OMol25 dataset.

Last column: Löwdin charge in e.
Atoms and positions in Å:
Tc1 -0.524562 -0.711510 -0.050166  1.6374
F1 3.236248 -3.018009 -3.091502  0.1061
C1 2.917306 -2.048064 -2.235180  -0.2487
C2 1.594053 -1.913886 -1.842346  -0.0095
C3 1.283260 -0.898871 -0.957459  -0.2187
C4 2.270515 -0.037268 -0.450249  -0.1144
C5 3.572753 -0.222122 -0.889272  -0.1974
F2 4.547520 0.588878 -0.454518  0.0963
C6 3.919872 -1.215430 -1.782489  0.1037
C7 1.812460 1.007997 0.471857  -0.1711
C8 2.597517 1.890330 1.206028  0.0393
C9 1.988624 2.863285 1.975482  0.0019
C10 0.601826 2.983395 1.975677  -0.0265
C11 -0.120911 2.057978 1.266653  -0.1650
N1 0.462419 1.064898 0.572123  -0.0583
H1 0.848657 -2.598666 -2.222522  0.1170
H2 4.940189 -1.325742 -2.120577  0.1468
H3 3.671303 1.807182 1.172689  0.1219
H4 2.593384 3.539105 2.565245  0.1284
H5 0.091467 3.759011 2.527010  0.1264
H6 -1.203520 2.102104 1.224359  0.1092
I1 -3.533256 -2.063606 1.098097  1.7380
C12 -4.590020 -1.573913 -0.666806  -0.8355
I2 -3.504544 -0.697327 -2.280580  1.5358
H7 -5.355087 -0.847148 -0.420026  -0.0050
H8 -5.011201 -2.486646 -1.083961  0.0020
F3 -1.414615 1.421786 4.349133  -0.4869
Te1 -1.449432 -0.174715 3.341310  1.9699
F4 -0.815134 -0.946521 4.883638  -0.4041
F5 -3.264090 -0.050379 3.709490  -0.4317
F6 0.131922 -1.540538 1.571918  -0.5412
F7 -2.098607 -2.068516 3.077527  -0.6453
O1 -2.552550 -0.459331 0.961976  -1.0512
F8 -1.856642 1.606635 -1.312800  -0.0063
C13 -1.455733 0.379859 -1.658607  -0.4826
F9 -1.329475 -2.266421 -0.805501  -0.5694
C14 -0.883463 0.489332 -3.092628  -0.7435
F10 -0.633317 -0.713981 -3.600598  0.1316
F11 0.244070 1.189176 -3.016760  0.1833
F12 -1.729201 1.127658 -3.915662  0.1168

Force components x, y, z for each atom (eV/Å):
-0.268 -0.171 -0.294
0.000 0.018 0.003
-0.034 -0.037 -0.065
0.048 -0.040 -0.019
-0.124 -0.060 0.079
0.038 0.096 0.083
0.079 0.044 0.016
-0.011 -0.023 -0.005
0.029 0.017 -0.030
-0.057 -0.136 -0.078
0.059 0.032 -0.037
-0.066 0.035 0.001
0.109 0.044 0.046
-0.088 -0.071 -0.150
-0.095 0.142 0.105
0.005 -0.011 0.022
0.004 -0.020 0.024
-0.007 0.013 -0.018
0.001 0.015 -0.027
0.014 -0.012 0.018
-0.008 -0.063 0.045
-0.052 0.167 -0.098
0.025 0.019 0.041
0.031 -0.042 -0.093
-0.026 -0.017 0.007
-0.033 0.014 -0.005
0.199 0.528 0.028
-0.296 -0.574 0.578
0.115 -0.166 0.288
-0.225 0.112 0.008
-0.058 0.097 -0.182
0.100 0.081 -0.244
0.458 -0.078 -0.132
-0.037 -0.013 -0.011
-0.031 0.175 -0.034
0.213 -0.106 0.059
-0.058 -0.029 0.088
0.023 0.067 0.010
-0.036 -0.017 -0.037
0.059 -0.030 0.007

Calculated values
Multiplicity   4
Net charge   +1
Frontier orbital gap (spin up / spin down)   7.32 / 6.55 eV
HOMO level (spin up / spin down)   -12.065 / -12.059 eV
LUMO (spin up / spin down)   -4.7452 / -5.5045 eV
<S²>   3.779

Entry 2:
The following is a quantum chemistry calculation of the molecule C18H19BrN2O2, from the OMol25 dataset.

Last column: Löwdin charge in e.
Atoms and positions in Å:
C1 1.775760 2.592812 -0.647463  -0.0729
N1 0.748690 1.814821 0.075534  -0.1991
C2 -0.657408 1.627298 -0.385070  -0.1979
C3 -0.765203 0.822336 -1.610474  -0.1693
C4 -0.417836 -0.695087 -1.558437  -0.1142
N2 -1.338990 -1.453348 -0.808447  0.0431
C5 -0.954961 -2.223096 0.317309  -0.4091
O1 0.180958 -2.390519 0.679436  0.1287
O2 -2.031667 -2.963168 0.755432  0.1627
C6 -3.047102 -2.771738 -0.084039  -0.1641
C7 -4.380026 -3.294997 -0.246401  0.0054
C8 -5.173540 -3.027317 -1.345206  -0.1396
C9 -4.746345 -2.016353 -2.245366  -0.6181
Br1 -5.946456 -1.557095 -3.731718  0.6580
C10 -3.451634 -1.487727 -2.187363  -0.0350
C11 -2.593885 -1.852794 -1.090510  -0.1353
C12 0.966961 1.584123 1.545499  -0.1802
C13 2.342039 1.351390 1.878298  -0.2902
C14 3.133551 2.129124 2.713170  -0.0288
C15 4.451483 1.699598 2.957511  -0.0870
C16 4.948320 0.569293 2.352509  -0.0710
C17 4.097876 -0.227126 1.527822  -0.0554
C18 2.822011 0.185774 1.277193  -0.0400
H1 1.279797 3.405480 -1.205317  0.0742
H2 2.541272 3.072124 0.084727  0.1126
H3 2.342184 1.913868 -1.362289  0.0891
H4 -1.304900 1.245854 0.438071  0.1267
H5 -1.043349 2.675822 -0.650927  0.1348
H6 -0.017902 1.256324 -2.221679  0.0956
H7 -1.677977 0.842276 -2.150797  0.0920
H8 0.597426 -0.777192 -1.111920  0.1272
H9 -0.293066 -1.019792 -2.570940  0.1252
H10 -4.751069 -4.094324 0.425633  0.1243
H11 -6.019440 -3.607577 -1.519755  0.0794
H12 -3.079839 -0.832811 -2.959011  0.0952
H13 0.344613 0.789848 1.971214  0.1253
H14 0.594969 2.454131 2.138888  0.1228
H15 2.629917 3.028282 3.082907  0.1151
H16 5.119821 2.315165 3.566596  0.1034
H17 5.959451 0.316390 2.415275  0.0794
H18 4.515857 -0.961023 0.977160  0.0651
H19 2.299640 -0.439048 0.512947  0.1221

Force components x, y, z for each atom (eV/Å):
0.125 -0.325 0.511
-0.289 -1.526 1.647
0.224 2.662 1.298
0.830 -2.108 -0.612
1.894 2.186 0.550
0.190 -1.755 2.494
1.756 -0.285 -1.406
-0.940 0.390 0.601
0.783 -0.192 1.394
-2.496 1.833 -3.904
1.897 -1.375 1.592
2.113 2.410 -0.359
0.128 -0.944 -0.285
0.915 -0.243 0.921
0.227 -0.381 1.251
-3.852 -0.523 -1.299
-2.728 2.595 -0.489
1.272 -1.375 -0.087
-0.545 -0.765 -0.520
0.022 1.016 0.293
-2.171 -0.457 -0.834
0.436 3.448 1.925
0.751 -1.020 -0.617
0.288 -0.176 0.011
-1.423 -0.916 -1.251
-0.451 0.985 0.684
0.708 0.284 -0.319
0.047 -1.201 0.379
0.713 0.292 -1.283
-1.178 0.785 -0.172
-0.803 -0.264 0.057
-0.338 -0.599 -0.674
0.472 0.655 -0.263
-1.498 -0.504 -0.135
-0.103 0.174 -0.029
0.024 -0.339 -0.758
0.149 0.051 -0.328
0.715 -0.186 0.255
-0.260 -0.191 -0.147
1.417 -0.373 0.377
1.217 -2.687 -1.452
-0.238 0.945 0.985

Calculated values
Frontier orbital gap   8.64 eV
HOMO level   -8.019 eV
LUMO   0.6250 eV
SMILES string   CN(CCCn1c(=O)oc2ccc(Br)cc21)Cc1ccccc1

Entry 3:
The following is a quantum chemistry calculation of the molecule C5H5NO, from the OMol25 dataset.

Last column: Löwdin charge in e.
Atoms and positions in Å:
N1 -0.982948 2.787699 0.960258  0.1972
C1 -0.609655 1.785011 0.518104  -0.1119
C2 -0.157112 0.576094 -0.119609  -0.2589
C3 1.159105 0.216942 -0.496297  0.0420
C4 0.245681 -1.032480 0.483449  -0.3734
C5 -0.945168 -0.662743 -0.419946  -0.0228
O1 0.064979 -0.441072 1.643032  -0.1005
H1 1.292565 -0.248017 -1.469594  0.1134
H2 2.006692 0.735727 -0.060920  0.1134
H3 0.765960 -2.001324 0.362347  0.1470
H4 -0.928382 -0.961766 -1.469638  0.1246
H5 -1.911716 -0.754075 0.068814  0.1299

Force components x, y, z for each atom (eV/Å):
0.370 -0.986 -0.481
-0.273 0.777 0.428
0.097 0.197 -0.389
0.041 0.406 -0.138
-0.108 -0.528 0.188
-0.109 0.063 -0.027
0.045 -0.171 0.199
-0.073 -0.004 0.187
-0.112 -0.053 -0.065
-0.079 0.229 -0.003
0.046 0.040 0.168
0.154 0.029 -0.066

Calculated values
Frontier orbital gap   8.12 eV
HOMO level   -9.012 eV
LUMO   -0.8939 eV

Asked for energy across the records above, the calculation gives -76479.96623; -96090.35083; -8798.33294 eV in order.
Asked for energy above the lowest of the compared OMol25 structures with the same formula, charge and spin across the records above, the calculation gives 37.9; 79.3; 117.3 kcal per mole in order.